The following is a quantum chemistry calculation of a single C14H16BrN3O2S molecule at a distorted geometry, from the Open Molecules 2025 dataset.

As for the HOMO energy: -0.2863 Eh. The calculation puts the total energy at -104218.3349 eV. The energy above the lowest of the compared OMol25 structures with the same formula, charge and spin is 64.7 kcal per mole. For the HOMO-LUMO gap, the calculation gives 8.41 eV. As for the spin multiplicity: 1.

Positions of all 37 atoms, in Å:
Br1 1.31228 -1.93005 -5.48050
S1 2.38586 2.70456 4.06319
O1 -0.16380 1.76987 3.92927
O2 0.20910 -3.75846 -3.28029
N1 -0.13243 1.06548 2.68258
N2 1.04552 3.84950 0.38276
N3 0.72546 1.25045 -1.04327
C1 0.95058 -1.50475 -3.66530
C2 0.03781 -0.35612 0.25599
C3 -0.96095 -0.16628 2.54342
C4 1.07001 1.49743 4.58574
C5 0.81655 0.11546 -1.84595
C6 2.27750 2.72718 2.17070
C7 0.41301 -2.50596 -2.82355
C8 1.13048 -0.20474 -3.17772
C9 0.28810 0.98421 0.25627
C10 0.33751 -0.89615 -1.02717
C11 0.16161 -2.21257 -1.46526
C12 -0.07922 1.84931 1.45385
C13 -0.47100 -1.11517 1.42464
C14 0.86024 3.05527 1.62299
H1 -1.32560 -1.75516 1.15723
H2 0.96832 2.18796 -1.34882
H3 -1.97642 0.07061 2.23843
H4 -1.07118 2.27348 1.26941
H5 2.55466 1.74961 1.81240
H6 0.92178 1.55786 5.68019
H7 1.40067 0.46248 4.36140
H8 0.37799 -1.71372 1.79848
H9 1.55172 0.50448 -3.89506
H10 1.79900 4.52224 0.51315
H11 -0.23501 -3.00704 -0.81165
H12 0.16231 4.34142 0.12114
H13 -0.17619 -4.27445 -2.57038
H14 -1.02056 -0.67942 3.51378
H15 0.38647 3.70881 2.35807
H16 3.04741 3.41192 1.81940

***

The following is a quantum chemistry calculation of a molecular structure, C14H16Cl5CrN2O3Se3Te, from the Open Molecules 2025 dataset.

As for the total charge: -1. As for the HOMO energy (alpha / beta): -0.1219 / -0.1277 Eh. The calculation puts the total energy at -318270.0472 eV. The energy above the lowest of the compared OMol25 structures with the same formula, charge and spin is 5.1 kcal per mole. For the HOMO-LUMO gap (alpha / beta), the calculation gives 5.46 / 5.62 eV. As for the spin multiplicity: 5.

Positions of all 45 atoms, in Å:
Te1 1.34287 -4.65064 1.03673
Se1 -1.85119 -2.82226 -0.11088
Se2 -0.80880 -4.88216 -0.38001
Se3 2.28510 -2.40397 0.31748
Cr1 0.28560 -1.19738 -0.59275
Cl1 -0.70357 -3.05652 -3.50187
Cl2 2.27575 2.28983 -4.62161
Cl3 0.83249 0.79119 -6.94757
Cl4 -0.66494 -1.87826 -6.37248
Cl5 2.15063 1.14192 -1.73393
O1 -0.83396 -0.58299 2.05230
O2 -0.85258 0.60514 -0.71009
O3 1.09443 0.91207 1.13855
N1 -1.63859 2.68146 -0.43410
N2 0.38560 -1.59208 3.67083
C1 -0.82956 1.65828 -0.08341
C2 1.33441 0.28823 -3.01941
C3 0.63930 -0.86826 -2.68788
C4 0.07494 1.87341 1.12292
C5 0.77826 0.15417 -5.34155
C6 0.10584 -1.03556 -5.07543
C7 1.33920 0.29486 2.38210
C8 1.68972 -1.85804 4.24631
C9 0.06180 -1.52806 -3.77205
C10 -0.61633 -2.63685 3.84677
C11 -2.42182 2.57230 -1.65497
C12 -1.58566 3.98291 0.20096
C13 0.20379 -0.68368 2.69411
C14 1.41615 0.82114 -4.30215
H1 -0.78373 4.60805 -0.20435
H2 1.55130 -2.27222 5.24559
H3 -0.85255 -2.73961 4.90908
H4 0.52012 2.87304 1.08751
H5 -2.53416 4.48850 0.02612
H6 -2.51810 1.52563 -1.92352
H7 -0.56655 1.80026 2.00539
H8 2.27931 -0.23820 2.26636
H9 -1.45735 3.89315 1.27742
H10 -0.23525 -3.58308 3.45982
H11 2.27101 -0.94341 4.34640
H12 1.43824 1.03870 3.18411
H13 2.25019 -2.57256 3.63698
H14 -1.50471 -2.37286 3.28054
H15 -1.93592 3.10472 -2.47712
H16 -3.41072 2.99972 -1.48724

***

The following is a quantum chemistry calculation of a molecular structure, C14H16ClI2N3OPTl at a distorted geometry, from the Open Molecules 2025 dataset.

As for the total charge: +2. As for the HOMO energy (alpha / beta): -0.5070 / -0.5068 Eh. The calculation puts the total energy at -63981.8426 eV. The energy above the lowest of the compared OMol25 structures with the same formula, charge and spin is 38.6 kcal per mole. For the HOMO-LUMO gap (alpha / beta), the calculation gives 2.84 / 3.33 eV. As for the spin multiplicity: 1.

Positions of all 39 atoms, in Å:
Tl1 -0.31540 0.20494 -2.36220
I1 -1.68677 2.27021 -3.49160
I2 -0.88175 -2.53655 -4.67512
Cl1 2.09441 -0.03835 -1.09683
P1 2.01264 0.47656 -3.83597
O1 -3.00800 -1.79142 -2.27416
N1 -1.25772 -2.43581 8.64754
N2 -1.31171 0.30008 2.36349
N3 -0.83742 0.66224 0.23422
C1 -2.62949 -2.06900 -3.37949
C2 -0.43219 0.10541 1.35588
C3 -0.13348 -0.93566 4.13711
C4 -1.21258 -1.31155 6.28455
C5 -2.04980 1.27501 0.49290
C6 -2.30823 -0.01686 4.54783
C7 -1.21238 -1.92721 7.59256
C8 1.46773 0.39999 -5.62912
C9 3.61091 -0.41044 -4.00188
C10 -2.36157 1.08267 1.82325
C11 -1.23474 -0.21182 3.65885
C12 -2.31025 -0.57685 5.83469
C13 -0.11837 -1.49368 5.42788
C14 2.55921 2.24153 -3.81074
H1 0.57520 1.04039 -5.80414
H2 2.91530 2.42961 -2.79209
H3 0.49400 -0.45141 1.42747
H4 -3.20821 1.40695 2.41298
H5 2.28852 0.74592 -6.30906
H6 4.26517 0.10835 -4.71559
H7 1.71352 2.90203 -4.05353
H8 0.72358 -1.05727 3.46715
H9 3.37753 2.35426 -4.53930
H10 -3.18018 0.56418 4.26957
H11 -3.15741 -0.47739 6.52891
H12 1.20774 -0.64527 -5.90320
H13 -2.62638 1.76549 -0.26896
H14 3.39484 -1.42472 -4.35064
H15 4.03555 -0.43932 -2.99936
H16 0.73817 -2.08523 5.78613